# C16H37BBeBr3Cl2F2N3O19PS3V

C16H37BBeBr3Cl2F2N3O19PS3V as an isolated structure (ωB97M-V with the def2-TZVPD basis set, the Open Molecules 2025 dataset).

Geometry (Å):
C1 -4.983 -0.624 -6.556
C2 -4.428 0.086 -5.472
C3 -3.491 1.354 -5.805
S1 -4.646 2.797 -5.942
B1 -4.045 4.274 -4.946
N1 -3.612 4.234 -3.521
O1 -4.034 5.557 -5.597
H1 -4.561 -0.505 -7.590
H2 -5.897 -1.282 -6.408
H3 -4.685 -0.212 -4.420
H4 -2.635 1.501 -5.041
H5 -2.975 1.081 -6.788
H6 -5.839 2.389 -5.342
H7 -2.900 4.983 -3.451
H8 -4.419 4.635 -3.003
H9 -3.805 5.358 -6.532
Cl1 -1.173 7.336 -10.877
C4 -2.777 7.249 -10.110
C5 -2.690 6.877 -8.645
Cl2 -2.156 5.192 -8.410
H10 -3.382 6.536 -10.670
H11 -3.231 8.236 -10.214
H12 -3.675 6.965 -8.183
H13 -2.002 7.528 -8.105
C6 -2.077 4.560 0.330
Br1 -0.934 4.666 -1.227
Br2 -1.149 5.130 1.953
Br3 -3.737 5.531 0.077
H14 -2.338 3.512 0.462
C7 -2.794 6.404 5.507
N2 -1.596 5.620 5.909
O2 -0.564 5.777 5.266
O3 -1.727 4.873 6.853
H15 -2.536 7.028 4.652
H16 -3.577 5.694 5.245
H17 -3.084 7.017 6.359
N3 -1.633 -4.173 -7.129
S2 -1.255 -4.811 -8.519
O4 0.054 -4.511 -9.046
O5 -2.316 -4.963 -9.487
F1 -1.053 -6.328 -8.052
S3 -1.832 -2.617 -7.229
O6 -1.858 -1.952 -5.951
O7 -2.798 -2.115 -8.184
F2 -0.454 -2.097 -7.826
Be1 -0.622 7.067 3.288
O8 -1.346 -1.100 -1.122
C8 -0.182 -1.365 -1.626
C9 -0.263 -1.244 -3.286
O9 0.890 -1.518 -3.784
H18 0.238 -2.371 -1.433
H19 0.657 -0.708 -1.326
H20 -0.675 -0.235 -3.490
H21 -1.105 -1.887 -3.591
O10 4.079 -3.682 0.832
V1 2.509 -3.850 0.095
O11 0.939 -4.018 -0.640
O12 2.093 -4.195 5.385
P1 3.386 -4.256 6.203
O13 2.838 -3.467 7.553
C10 2.012 -4.187 8.460
C11 2.787 -5.273 9.186
O14 4.091 -2.965 5.430
C12 3.697 -2.563 4.117
C13 2.685 -1.434 4.196
O15 4.860 -4.531 7.023
C14 6.122 -4.122 6.496
C15 6.499 -2.741 7.006
H22 1.156 -4.609 7.925
H23 1.630 -3.466 9.186
H24 3.113 -6.052 8.490
H25 2.169 -5.741 9.953
H26 3.681 -4.863 9.655
H27 3.317 -3.407 3.540
H28 4.592 -2.213 3.597
H29 1.856 -1.670 4.863
H30 2.289 -1.198 3.206
H31 3.161 -0.533 4.598
H32 6.130 -4.180 5.407
H33 6.867 -4.839 6.853
H34 5.712 -2.004 6.850
H35 7.406 -2.385 6.508
H36 6.682 -2.770 8.083
O16 -0.460 1.055 -4.913
H37 -0.039 1.904 -5.066
C16 5.509 -5.569 11.990
O17 6.591 -6.157 11.995
O18 4.406 -6.091 11.689
O19 5.344 -4.358 12.284

## Properties
LUMO, eV: -1.64
HOMO energy, eV: -2.8
Multiplicity: 1
Kohn-Sham gap, eV: 1.128
Charge: -2

***

# C3H8N2S3

C3H8N2S3 as an isolated structure (ωB97M-V with the def2-TZVPD basis set, the Open Molecules 2025 dataset).

Geometry (Å):
C1 -1.773 -1.481 0.585
C2 -0.481 -0.788 1.425
C3 0.597 -0.211 0.568
H1 -0.817 0.178 -1.198
H2 -1.612 -2.593 0.156
H3 -2.741 -1.345 1.247
H4 -0.925 -0.058 2.126
H5 -0.257 -1.656 2.143
H6 1.064 1.455 -0.620
H7 -1.522 1.385 -0.828
H8 3.972 -1.516 -0.048
N1 0.587 1.213 0.139
N2 1.484 -1.035 0.282
S1 -2.290 -0.755 -1.015
S2 -0.802 2.144 0.201
S3 2.985 -0.278 -0.524

## Properties
LUMO, eV: -0.16
ΔE to the lowest compared entry with this formula, charge and spin, kcal/mol: 103.66
HOMO energy, eV: -8.9
Multiplicity: 1
Kohn-Sham gap, eV: 8.695
Charge: 0

***

# C4H10OS

A 2-piece molecular cluster, C4H10OS overall (ωB97M-V with the def2-TZVPD basis set, the Open Molecules 2025 dataset).

Geometry (Å):
C1 -1.702 -0.941 4.071
C2 -1.732 -2.332 4.140
O1 -2.526 -3.099 3.209
H1 -1.122 -0.451 4.955
H2 -1.893 -0.299 3.267
H3 -1.259 -3.100 4.842
H4 -3.463 -2.694 3.320
C3 2.672 2.118 -3.167
S1 1.547 0.928 -2.445
C4 -0.009 1.759 -2.584
H5 2.350 2.932 -3.652
H6 3.065 1.549 -4.047
H7 3.395 2.637 -2.341
H8 -0.637 0.959 -2.320
H9 -0.125 2.581 -1.742
H10 -0.223 2.211 -3.596

## Properties
LUMO, eV: 0.83
SMILES string: C=CO.CSC
ΔE to the lowest compared entry with this formula, charge and spin, kcal/mol: 69.96
HOMO energy, eV: -8.4
Multiplicity: 1
Kohn-Sham gap, eV: 9.234
Charge: 0

***

# C2H4O4

A 2-piece molecular cluster, C2H4O4 overall (ωB97M-V with the def2-TZVPD basis set, the Open Molecules 2025 dataset).

Geometry (Å):
C1 -0.354 -0.709 0.544
C2 -0.147 1.427 -0.870
O1 -1.331 1.408 -0.526
O2 -0.153 -1.750 -0.258
O3 0.372 -0.541 1.646
O4 0.727 0.538 -0.546
H1 0.741 -1.700 -0.632
H2 1.302 -0.409 1.401
H3 -1.405 -0.526 0.718
H4 0.248 2.262 -1.477

## Properties
LUMO, eV: 0.36
ΔE to the lowest compared entry with this formula, charge and spin, kcal/mol: 46.81
HOMO energy, eV: -10.0
Multiplicity: 1
Kohn-Sham gap, eV: 10.367
Charge: 0

***

# C3H6N2O5

One molecule with the formula C3H6N2O5 (ωB97M-V with the def2-TZVPD basis set, the Open Molecules 2025 dataset).

Geometry (Å):
C1 -2.362 0.259 1.266
O1 -1.091 -0.270 0.819
C2 -0.624 0.373 -0.205
O2 -1.027 1.415 -0.726
C3 0.838 -0.067 -0.660
N1 0.770 -1.341 -1.146
O3 1.281 0.854 -1.713
N2 2.217 -0.030 0.454
O4 2.739 0.999 0.730
O5 2.434 -1.178 0.826
H1 -2.361 0.218 2.395
H2 -3.117 -0.485 1.019
H3 -2.434 1.235 0.844
H4 0.588 -2.026 -0.455
H5 1.477 -1.550 -1.872
H6 0.671 1.593 -1.576

## Properties
LUMO, eV: 0.40
SMILES string: COC(=O)[C@@](N)(O)[N+](=O)[O-]
ΔE to the lowest compared entry with this formula, charge and spin, kcal/mol: 15.78
HOMO energy, eV: -9.7
Multiplicity: 1
Kohn-Sham gap, eV: 10.096
Charge: 0

***

# C28H26BrCrN7OSe4Te

C28H26BrCrN7OSe4Te as an isolated structure (ωB97M-V with the def2-TZVPD basis set, the Open Molecules 2025 dataset).

Geometry (Å):
Cr1 1.029 1.271 0.636
Se1 2.619 -1.103 7.762
N1 1.208 -0.296 7.027
C1 1.490 -0.127 5.763
C2 0.581 0.521 4.814
C3 -0.650 1.065 5.192
C4 -1.423 1.681 4.241
C5 -0.967 1.748 2.923
N2 0.198 1.224 2.556
C6 0.967 0.621 3.490
C7 2.266 0.113 3.035
N3 2.555 0.288 1.729
C8 3.772 -0.023 1.299
C9 4.742 -0.574 2.131
C10 4.434 -0.806 3.450
C11 3.171 -0.448 3.922
C12 2.772 -0.603 5.324
N4 3.531 -1.157 6.230
H1 -0.964 0.996 6.225
H2 -2.375 2.126 4.489
H3 -1.535 2.225 2.138
H4 3.989 0.190 0.264
H5 5.718 -0.803 1.729
H6 5.152 -1.235 4.136
Se2 2.350 3.281 1.437
Se3 0.668 4.742 2.102
Te1 -0.379 4.995 -0.162
Se4 -0.921 2.552 -0.387
C13 2.924 4.071 -3.546
C14 2.837 2.661 -3.032
C15 3.387 1.574 -3.689
C16 3.257 0.306 -3.150
C17 2.583 0.160 -1.953
Br1 2.414 -1.610 -1.310
N5 2.054 1.189 -1.281
C18 2.180 2.410 -1.839
H7 3.352 4.097 -4.547
H8 3.545 4.684 -2.892
H9 1.937 4.530 -3.582
H10 3.909 1.707 -4.628
H11 3.656 -0.565 -3.648
H12 1.728 3.223 -1.289
C19 -5.535 -2.334 -1.603
C20 -4.568 -1.193 -1.872
N6 -3.592 -1.498 -2.915
C21 -4.076 -1.598 -4.296
C22 -4.111 -3.029 -4.806
C23 -2.259 -1.556 -2.727
O1 -1.449 -1.642 -3.636
C24 -1.719 -1.528 -1.319
C25 -1.978 -2.498 -0.370
C26 -1.288 -2.463 0.835
C27 -0.391 -1.440 1.055
N7 -0.152 -0.481 0.149
C28 -0.790 -0.546 -1.022
H13 -6.200 -2.078 -0.778
H14 -5.002 -3.250 -1.343
H15 -6.155 -2.547 -2.474
H16 -4.037 -0.916 -0.964
H17 -5.118 -0.302 -2.186
H18 -3.423 -0.993 -4.925
H19 -5.069 -1.148 -4.313
H20 -3.106 -3.448 -4.826
H21 -4.508 -3.056 -5.821
H22 -4.742 -3.660 -4.180
H23 -2.695 -3.285 -0.572
H24 -1.438 -3.220 1.591
H25 0.172 -1.390 1.978
H26 -0.532 0.197 -1.766

## Properties
LUMO (alpha / beta), eV: -3.48 / -3.54
HOMO energy (alpha / beta), eV: -9.5 / -9.6
Multiplicity: 4
Kohn-Sham gap (alpha / beta), eV: 6.050 / 6.036
Expectation value of S²: 3.863
Charge: +1

***

# C5H15NO2

A 3-piece molecular cluster, C5H15NO2 overall (ωB97M-V with the def2-TZVPD basis set, the Open Molecules 2025 dataset).

Geometry (Å):
C1 -2.433 -1.113 -0.669
C2 -0.959 -0.763 -0.662
N1 -0.678 0.702 -0.421
C3 -1.277 1.019 0.980
C4 0.705 1.172 -0.235
C5 1.616 0.435 -1.173
O1 1.803 -0.913 -0.880
H1 -2.905 -1.076 0.312
H2 -2.656 -2.107 -1.094
H3 -2.951 -0.350 -1.277
H4 -0.621 -0.979 -1.678
H5 -0.285 -1.254 0.082
H6 -1.408 2.084 1.138
H7 -2.268 0.578 0.943
H8 -0.657 0.514 1.725
H9 0.635 2.159 -0.660
H10 1.088 1.152 0.822
H11 2.566 1.004 -1.211
H12 1.126 0.524 -2.155
H13 1.673 -0.994 0.113
H14 3.682 -0.675 2.382
H15 3.416 -0.130 1.913
O2 0.786 -0.989 1.707

## Properties
LUMO, eV: -3.66
ΔE to the lowest compared entry with this formula, charge and spin, kcal/mol: 215.50
HOMO energy, eV: -9.5
Multiplicity: 1
Kohn-Sham gap, eV: 5.800
Charge: 0

***

# C16H32MnNO2P2Si

C16H32MnNO2P2Si as an isolated structure (ωB97M-V with the def2-TZVPD basis set, the Open Molecules 2025 dataset).

Geometry (Å):
Mn1 -0.345 -0.844 -0.061
P1 -0.837 1.282 -1.522
C1 -1.005 -0.055 -2.802
C2 0.157 -1.010 -2.962
N1 0.634 -1.505 -1.805
C3 1.688 -2.358 -1.790
C4 2.285 -2.744 -2.987
C5 1.754 -2.301 -4.197
C6 0.667 -1.433 -4.181
C7 2.169 -2.789 -0.423
P2 0.868 -2.566 0.848
H1 0.219 -1.084 -5.097
H2 3.164 -3.393 -2.965
H3 2.201 -2.610 -5.138
H4 2.495 -3.836 -0.445
H5 3.038 -2.178 -0.121
H6 -1.934 -0.614 -2.508
H7 -1.170 0.483 -3.744
H8 -3.089 -2.107 -0.450
O1 -3.027 -1.712 -1.386
H9 -3.166 -2.453 -1.999
H10 -2.413 -1.854 1.524
O2 -2.857 -2.611 1.072
H11 -3.577 -2.852 1.675
C8 -0.047 -4.129 0.816
H12 0.595 -4.972 1.077
H13 -0.878 -4.063 1.522
H14 -0.459 -4.308 -0.182
C9 1.652 -2.230 2.441
H15 0.871 -1.941 3.156
H16 2.192 -3.093 2.843
H17 2.346 -1.386 2.346
C10 0.432 2.334 -2.217
H18 -0.019 2.982 -2.970
H19 0.884 2.943 -1.422
H20 1.209 1.714 -2.680
C11 -2.488 1.982 -1.461
H21 -2.619 2.513 -0.511
H22 -2.601 2.678 -2.300
H23 -3.224 1.166 -1.515
C12 0.014 4.895 1.942
Si1 0.271 3.177 2.649
C13 1.994 3.106 3.371
C14 -0.935 2.889 4.049
C15 -0.094 2.023 1.246
C16 -0.391 1.295 0.243
H24 0.100 5.644 2.738
H25 -0.983 4.966 1.491
H26 0.758 5.113 1.166
H27 2.089 3.940 4.083
H28 2.182 2.174 3.921
H29 2.776 3.221 2.610
H30 -1.962 2.844 3.665
H31 -0.724 1.952 4.579
H32 -0.864 3.718 4.766

## Properties
LUMO (alpha / beta), eV: -11.52 / -10.63
ΔE to the lowest compared entry with this formula, charge and spin, kcal/mol: 0.00
HOMO energy (alpha / beta), eV: -18.4 / -18.4
Multiplicity: 4
Kohn-Sham gap (alpha / beta), eV: 6.916 / 7.803
Expectation value of S²: 3.843
Charge: +3

***

# C2H6N2O2

One molecule with the formula C2H6N2O2 (ωB97M-V with the def2-TZVPD basis set, the Open Molecules 2025 dataset).

Geometry (Å):
H1 0.182 -2.204 -0.045
N1 -0.669 -1.655 -0.160
C1 -0.532 -0.497 0.317
N2 -1.309 0.591 0.470
O1 -2.481 0.561 -0.306
O2 0.740 0.123 0.775
C2 1.664 0.435 -0.272
H2 -0.427 1.265 0.758
H3 -2.942 -0.225 0.051
H4 1.983 1.469 -0.120
H5 2.531 -0.223 -0.183
H6 1.260 0.359 -1.286

## Properties
LUMO, eV: 0.84
SMILES string: [H]/N=C(/NO)OC
ΔE to the lowest compared entry with this formula, charge and spin, kcal/mol: 108.43
HOMO energy, eV: -9.2
Multiplicity: 1
Kohn-Sham gap, eV: 10.060
Charge: 0

***

Number 1: F_max 8.655 eV/Å. Number 2: F_max 6.386 eV/Å. Number 3: F_max 5.846 eV/Å. Number 4: F_max 1.823 eV/Å. Number 5: F_max 4.423 eV/Å. Number 6: F_max 0.355 eV/Å. Number 7: F_max 4.378 eV/Å. Number 8: F_max 4.638 eV/Å. Number 9: F_max 3.604 eV/Å.